The following is a quantum chemistry calculation of 2 unconnected molecules or ions with the total composition C4H10O2, from OMol25.

As for the charge: 0. The HOMO energy comes out at -9.1 eV. As for the energy above the lowest of the compared OMol25 structures with the same formula, charge and spin: 358.9 kJ/mol. As for the SMILES: C=CO.CCO.

Cartesian coordinates (Å):
1 C -1.84271 0.40000 -0.95497
2 O -0.32733 0.31417 -0.90103
3 C -2.67331 -0.25046 0.16201
4 H -2.04277 1.45267 -1.01081
5 H -1.94361 -0.38754 -1.77002
6 H -0.06913 1.02508 -0.18339
7 H -3.02184 0.51868 1.01101
8 H -3.69606 -0.78442 -0.18782
9 H -2.05977 -1.08626 0.63699
10 C 2.39527 -0.76271 1.11617
11 C 3.01222 0.22772 0.52590
12 O 2.41923 0.93716 -0.48377
13 H 2.62633 -1.28396 1.96308
14 H 1.40061 -1.28740 0.65463
15 H 3.92313 0.56861 0.56792
16 H 1.89974 0.39867 -1.14588

The following is a quantum chemistry calculation of C4H10O2 in the gas phase, from OMol25.

As for the charge: 0. The HOMO energy comes out at -9.9 eV. As for the energy above the lowest of the compared OMol25 structures with the same formula, charge and spin: 115.0 kJ/mol. As for the SMILES: CO[C@@H](C)CO.

Cartesian coordinates (Å):
1 C 0.30242 -1.20320 1.62369
2 O 0.44339 0.04171 0.96305
3 C -0.42786 0.20598 -0.15315
4 C -0.86261 1.66399 -0.16255
5 C 0.32226 -0.17687 -1.46129
6 O 1.42836 -1.00150 -1.19319
7 H -0.65880 -1.26436 2.15148
8 H 0.38713 -2.04486 0.92724
9 H 1.11095 -1.26567 2.35641
10 H -1.29415 -0.45826 -0.02330
11 H -1.39072 1.93481 0.75710
12 H -1.51084 1.88297 -1.01765
13 H 0.03064 2.29312 -0.24344
14 H -0.33774 -0.73223 -2.13628
15 H 0.63181 0.74034 -1.98927
16 H 1.82576 -0.61595 -0.39886